Record 1
Computed, not measured: C8H12AsF6N3S3Zn as an isolated structure, with ωB97M-V/def2-TZVPD.

Each line ends with the Löwdin spin population.
Geometry (Å):
1 Zn -0.288 0.066 -1.672  0.00
2 C 0.432 1.838 1.683  0.06
3 C 1.824 1.627 1.058  0.03
4 S 1.923 0.715 -0.516  0.01
5 C 2.445 -0.944 -0.010  0.00
6 C 1.524 -1.643 0.977  0.04
7 S -0.130 -1.930 0.305  0.03
8 C -1.137 -1.729 1.785  0.04
9 C -1.441 -0.268 2.203  0.07
10 S -0.041 0.590 2.886  0.64
11 H -0.345 1.911 0.929  0.00
12 H 0.445 2.757 2.277  0.02
13 H 2.534 1.182 1.758  0.00
14 H 2.209 2.618 0.818  0.00
15 H 3.450 -0.875 0.406  0.00
16 H 2.522 -1.499 -0.948  0.00
17 H 1.433 -1.058 1.902  0.02
18 H 1.959 -2.600 1.270  0.00
19 H -0.697 -2.297 2.605  0.00
20 H -2.100 -2.185 1.554  0.00
21 H -2.168 -0.295 3.023  0.02
22 H -1.837 0.300 1.369  0.00
23 N -3.080 2.723 2.720  0.00
24 C -3.171 2.620 1.572  0.00
25 N -3.285 2.485 0.253  0.00
26 C -2.402 1.813 -0.332  0.00
27 N -1.597 1.142 -0.860  0.00
28 F -1.151 0.044 -3.812  0.00
29 As 0.150 -1.053 -4.289  0.00
30 F 0.521 -0.155 -5.662  0.00
31 F -0.923 -2.133 -5.009  0.00
32 F 1.500 -2.074 -4.381  0.00
33 F -0.213 -1.766 -2.627  0.00
34 F 1.133 0.076 -3.236  0.00

energy above the lowest of the compared OMol25 structures with the same formula, charge and spin	79.9	kJ/mol
multiplicity	2
maximum force	0.38	eV/Å
LUMO level (spin up / spin down)	-0.1231 / -0.3079	Eh
frontier orbital gap (spin up / spin down)	9.5 / 4.4	eV
E	-171023.112	eV
charge	+1
E_HOMO (spin up / spin down)	-12.8 / -12.8	eV


Record 2
Computed, not measured: C8H12BCeN5O5 as an isolated structure, with ωB97M-V/def2-TZVPD.

Each line ends with the Löwdin spin population.
Geometry (Å):
1 Ce -0.621 0.607 -0.113  1.00
2 O -3.142 -3.995 2.848  0.00
3 C -2.133 -3.484 3.516  0.00
4 O -1.905 -3.926 4.653  0.00
5 C -1.321 -2.423 2.948  0.00
6 C -0.302 -1.883 3.712  0.00
7 N 0.276 -0.886 2.937  0.00
8 N -0.386 -0.715 1.759  0.00
9 C -1.328 -1.727 1.687  0.00
10 C -2.156 -1.971 0.522  0.00
11 O -2.805 -3.032 0.462  0.00
12 O -2.132 -1.031 -0.461  0.00
13 H -3.021 -3.782 1.891  0.00
14 H 0.144 -2.093 4.691  0.00
15 H 1.098 -0.268 3.132  0.00
16 B -2.040 3.702 -2.516  0.00
17 C -1.995 3.006 -1.128  0.00
18 N -1.895 2.571 -0.013  0.00
19 H -0.908 3.799 -3.057  0.00
20 H -2.572 3.001 -3.421  0.00
21 H -2.668 4.765 -2.520  0.00
22 C 3.750 -0.139 -0.865  0.00
23 N 3.356 0.789 -1.916  0.00
24 C 2.160 1.247 -2.227  0.00
25 N 1.933 1.914 -3.412  0.00
26 O 1.197 1.027 -1.388  0.00
27 H 4.706 0.265 -0.465  0.00
28 H 3.930 -1.150 -1.283  0.00
29 H 3.020 -0.124 -0.059  0.00
30 H 4.070 1.101 -2.534  0.00
31 H 2.679 2.503 -3.812  0.00
32 H 1.012 2.334 -3.572  0.00

energy above the lowest of the compared OMol25 structures with the same formula, charge and spin	6.9	kJ/mol
multiplicity	2
maximum force	4.73	eV/Å
LUMO level (spin up / spin down)	-0.1638 / -0.1633	Eh
frontier orbital gap (spin up / spin down)	7.9 / 7.9	eV
E	-39779.359	eV
charge	+1
E_HOMO (spin up / spin down)	-12.3 / -12.3	eV


Record 3
Computed, not measured: C8H12BaF2NO12S2 as an isolated structure, with ωB97M-V/def2-TZVPD.

Each line ends with the Löwdin charge.
Geometry (Å):
1 Ba 0.138 0.063 -0.137  2.52
2 N 1.272 -0.467 1.254  -0.72
3 S 2.606 -0.236 1.850  0.47
4 O 3.479 -1.415 2.086  -0.35
5 O 2.782 0.932 2.699  -0.30
6 F 3.294 0.338 0.447  -0.26
7 S 0.735 -1.326 2.604  0.58
8 O 0.667 -0.580 3.814  -0.25
9 O 1.162 -2.689 2.735  -0.29
10 F -0.836 -1.456 2.153  -0.24
11 C 2.516 2.465 -0.768  -0.03
12 C 1.189 1.840 -1.166  -0.81
13 O 1.222 0.793 -1.885  -0.25
14 O 0.253 2.133 -0.447  -0.17
15 H 2.449 3.061 0.143  0.08
16 H 2.973 3.081 -1.542  0.05
17 H 3.319 1.783 -0.487  0.05
18 C -2.488 0.251 2.169  -0.04
19 C -1.381 1.296 2.258  -0.67
20 O -1.515 2.307 3.055  -0.12
21 O -0.396 1.079 1.542  -0.37
22 H -3.374 0.581 1.628  0.07
23 H -2.811 0.065 3.193  0.07
24 H -2.267 -0.561 1.476  0.05
25 C -0.224 -3.316 -1.965  -0.02
26 C -0.093 -1.932 -1.263  -0.79
27 O 0.602 -1.091 -1.768  -0.25
28 O -0.876 -1.803 -0.279  -0.25
29 H -0.291 -3.322 -3.053  0.05
30 H -1.180 -3.744 -1.665  0.05
31 H 0.576 -4.021 -1.738  0.05
32 C -1.703 0.607 -2.991  -0.01
33 C -2.303 1.121 -1.653  -0.66
34 O -3.237 1.943 -1.693  -0.06
35 O -1.687 0.741 -0.608  -0.34
36 H -0.627 0.782 -2.958  0.05
37 H -2.075 1.147 -3.861  0.05
38 H -1.872 -0.453 -3.182  0.06

energy above the lowest of the compared OMol25 structures with the same formula, charge and spin	2053.0	kJ/mol
multiplicity	1
maximum force	13.79	eV/Å
LUMO level	0.2353	Eh
frontier orbital gap	4.0	eV
E	-62331.265	eV
charge	-3
E_HOMO	2.4	eV


Record 4
Computed, not measured: C8H12BeN2P as an isolated structure, with ωB97M-V/def2-TZVPD.

Each line ends with the Löwdin charge.
Geometry (Å):
1 C 0.817 -0.629 -1.434  -0.21
2 C 1.229 0.461 -2.147  -0.34
3 C 1.898 1.559 -1.551  -0.23
4 C 2.322 1.453 -0.181  -0.32
5 C 2.160 0.277 0.515  -0.16
6 Be 0.697 0.385 -0.191  -0.23
7 P 0.134 -2.830 0.607  0.69
8 H 0.373 -1.573 -1.777  -0.04
9 H 1.108 0.553 -3.234  0.06
10 H 2.209 2.393 -2.186  0.06
11 H 2.605 -0.086 1.466  -0.02
12 H 2.856 2.333 0.200  0.06
13 H 0.705 -3.769 1.511  -0.20
14 H 0.891 -3.310 -0.500  -0.14
15 H -1.052 -3.566 0.315  -0.19
16 N -2.504 0.295 1.741  0.04
17 C -3.019 1.044 0.671  -0.10
18 C -1.944 1.374 -0.099  -0.06
19 N -0.798 0.766 0.447  0.06
20 C -1.186 0.123 1.545  -0.18
21 H -3.024 -0.186 2.465  0.15
22 H -4.065 1.274 0.537  0.10
23 H -1.902 2.045 -0.935  0.11
24 H -0.511 -0.389 2.216  0.11

multiplicity	1
maximum force	2.48	eV/Å
LUMO level	0.1031	Eh
frontier orbital gap	3.6	eV
E	-21156.197	eV
charge	-1
E_HOMO	-0.8	eV


Record 5
Computed, not measured: C8H12Br2 as an isolated structure, with ωB97M-V/def2-TZVPD.

Each line ends with the Löwdin charge.
Geometry (Å):
1 C -1.069 -1.643 0.973  -0.05
2 C -0.194 -0.796 1.850  -0.10
3 C 1.656 -0.592 -0.438  -0.28
4 C -0.653 -0.254 0.456  -0.49
5 C 0.205 -0.303 -0.684  -0.23
6 C 2.488 0.760 -0.089  -0.96
7 C -1.725 0.841 0.451  -0.05
8 C -0.177 0.494 -1.879  -0.09
9 Br 1.660 1.907 1.308  0.60
10 Br 2.886 1.774 -1.616  0.66
11 H -0.580 -2.460 0.633  0.07
12 H -2.091 -1.618 0.981  0.08
13 H -0.701 -0.216 2.654  0.11
14 H 0.853 -1.116 2.019  0.10
15 H 1.943 -1.398 0.178  0.09
16 H 2.123 -0.894 -1.327  0.07
17 H -2.339 0.803 -0.518  0.10
18 H -1.239 1.835 0.364  0.06
19 H -2.336 0.773 1.369  0.09
20 H -1.167 0.392 -2.311  0.09
21 H 0.417 0.145 -2.673  0.05
22 H 0.040 1.565 -1.702  0.07

energy above the lowest of the compared OMol25 structures with the same formula, charge and spin	207.5	kJ/mol
multiplicity	1
maximum force	3.20	eV/Å
LUMO level (spin up / spin down)	0.0107 / -0.0252	Eh
frontier orbital gap (spin up / spin down)	8.5 / 6.4	eV
E	-148570.779	eV
E_HOMO (spin up / spin down)	-8.2 / -7.1	eV


Record 6
Computed, not measured: one molecule with the formula C8H12BrFN2O2, with ωB97M-V/def2-TZVPD.

Each line ends with the Löwdin charge.
Geometry (Å):
1 C -1.183 -1.905 -0.683  -0.08
2 C 0.278 -2.064 -0.217  -0.16
3 C 1.257 -0.940 -0.515  -0.37
4 F 2.437 -1.289 0.115  -0.04
5 C 0.886 0.491 -0.089  -0.56
6 Br 2.585 1.513 -0.184  0.85
7 C -0.164 1.204 -1.004  -0.37
8 N 0.098 2.556 -1.449  0.04
9 N -1.360 1.140 -0.172  0.13
10 C -1.126 0.868 1.064  0.07
11 C 0.297 0.763 1.320  -0.20
12 C 0.726 0.029 2.634  -0.69
13 O 0.731 -1.200 2.589  0.01
14 O 0.890 0.821 3.569  0.00
15 H -1.820 -1.641 0.157  0.07
16 H -1.315 -1.220 -1.513  0.05
17 H -1.541 -2.874 -1.018  0.07
18 H 0.675 -2.935 -0.734  0.12
19 H 0.305 -2.296 0.842  0.10
20 H 1.472 -0.924 -1.587  0.15
21 H -0.348 0.570 -1.876  0.14
22 H -0.779 2.991 -1.716  0.08
23 H 0.657 2.525 -2.290  0.08
24 H -2.287 1.271 -0.551  0.18
25 H -1.922 0.732 1.780  0.18
26 H 0.551 1.811 1.529  0.15

multiplicity	1
maximum force	1.61	eV/Å
LUMO level	-0.0401	Eh
frontier orbital gap	7.3	eV
E	-88323.763	eV
E_HOMO	-8.4	eV